No. 1
{
  "formula": "C16H32O2P2Pb",
  "method": "ωB97M-V with the def2-TZVPD basis set",
  "elements": ["P", "P", "C", "C", "H", "H", "H", "H", "C", "H", "H", "H", "C", "H", "H", "H", "C", "H", "H", "H", "C", "H", "H", "H", "Pb", "C", "C", "C", "C", "C", "C", "C", "C", "C", "H", "H", "H", "H", "H", "H", "H", "H", "H", "H", "H", "H", "H", "H", "H", "O", "C", "O", "H"],
  "coordinates": [[1.371549, -0.739299, -2.263254], [0.837704, -2.449042, 0.595070], [2.346675, -2.258210, -1.877220], [1.595825, -3.222905, -0.948112], [3.308200, -1.932361, -1.445676], [2.546888, -2.727587, -2.853329], [0.777766, -3.736252, -1.478347], [2.290359, -3.992467, -0.575942], [2.368133, -2.334232, 1.591987], [2.136529, -1.951498, 2.592228], [3.103335, -1.673367, 1.115820], [2.789602, -3.343140, 1.676528], [0.045957, -3.907676, 1.322211], [0.824744, -4.629619, 1.597520], [-0.632157, -4.350214, 0.582111], [-0.521584, -3.609225, 2.210137], [2.487089, 0.313527, -3.224706], [2.007453, 1.285202, -3.396528], [2.696198, -0.178332, -4.182868], [3.416149, 0.463653, -2.660028], [0.203441, -1.380358, -3.507624], [-0.436492, -2.167595, -3.087032], [0.797900, -1.789521, -4.334223], [-0.425265, -0.560577, -3.874535], [-3.509038, 2.920247, 2.055610], [-0.531539, -0.816718, 1.513590], [0.552972, 0.013697, 1.803126], [1.255999, 0.657652, 0.691245], [0.636111, 2.001551, 0.205950], [0.156152, 1.870827, -1.197260], [-0.726390, 0.933871, -1.605825], [-1.216142, -0.273525, -0.850943], [-1.615450, -0.193032, 0.627294], [-3.489834, 4.916851, 1.033005], [-0.932790, -1.488169, 2.282771], [0.971968, 0.118209, 2.807687], [1.246013, -0.038691, -0.188937], [2.324486, 0.792445, 0.932719], [-0.156279, 2.341753, 0.896714], [1.436144, 2.751964, 0.250027], [0.476652, 2.649223, -1.894759], [-1.180787, 1.045243, -2.599637], [-0.441731, -1.079578, -0.896434], [-2.058933, -0.712582, -1.414626], [-1.833719, 0.841757, 0.930980], [-2.562214, -0.747237, 0.751855], [-4.508194, 5.329826, 1.052592], [-3.158824, 4.740604, -0.001976], [-2.788565, 5.573435, 1.564989], [-2.422217, 3.966429, 3.930282], [-3.569117, 4.196411, 4.446072], [-4.670228, 3.868084, 3.872209], [-3.620500, 4.690547, 5.427490]],
  "atomic_forces_ev_per_a": [[0.2, -0.4, 0.8], [0.5, -0.8, -2.3], [0.1, 0.1, -0.8], [0.2, -0.6, 0.5], [-0.3, -0.2, -0.1], [0.3, -0.3, 0.4], [0.2, 0.2, 0.1], [-0.1, -0.1, -0.4], [-0.1, 0.1, 0.2], [0.2, -0.1, -0.2], [-0.2, -0.1, 0.1], [0.0, 0.2, 0.0], [0.3, -0.4, 0.1], [-0.4, -0.1, 0.1], [0.1, 0.1, 0.2], [0.1, -0.2, -0.1], [0.3, -0.4, -0.6], [0.1, -0.2, 0.0], [0.3, 0.4, 0.0], [-0.2, 0.0, -0.2], [0.3, -0.1, -0.5], [0.2, 0.2, -0.1], [-0.4, -0.1, -0.1], [0.1, -0.3, 0.0], [0.0, 0.0, 0.3], [0.4, 3.3, 2.7], [-1.6, -0.7, 1.4], [0.2, 0.6, -0.2], [1.3, -0.3, 0.3], [-1.8, 0.2, -0.4], [-0.2, 1.1, 0.2], [-0.7, -0.5, -0.7], [0.1, -1.1, -1.0], [0.1, -0.1, -0.2], [0.2, 0.5, 0.1], [0.1, -0.7, -0.3], [0.1, 0.4, 0.8], [-0.3, 0.1, 0.1], [0.2, -0.1, -0.3], [-0.3, 0.0, 0.0], [-0.3, -0.2, 0.0], [0.5, -0.1, 0.2], [-0.5, 0.7, -0.1], [0.2, 0.4, 0.1], [0.3, -0.5, 0.0], [0.4, 0.1, 0.0], [0.3, 0.0, -0.1], [-0.1, 0.3, 0.3], [-0.3, -0.1, -0.2], [-1.6, 0.1, 0.4], [0.0, -0.5, -1.0], [1.4, 0.4, 0.6], [0.0, 0.0, -0.1]],
  "homo_ev": [-5.88, -5.89],
  "e_above_lowest_ev": 1.392,
  "charge": 0
}

***

No. 2
{
  "formula": "C16H32O2P2Pt",
  "method": "ωB97M-V with the def2-TZVPD basis set",
  "elements": ["P", "P", "C", "C", "H", "H", "H", "H", "C", "H", "H", "H", "C", "H", "H", "H", "C", "H", "H", "H", "C", "H", "H", "H", "Pt", "C", "C", "C", "C", "C", "C", "C", "C", "C", "H", "H", "H", "H", "H", "H", "H", "H", "H", "H", "H", "H", "H", "H", "H", "O", "C", "O", "H"],
  "coordinates": [[-0.968075, 1.131210, -2.523770], [-1.513882, -0.417086, 2.833245], [-0.323769, -0.600806, 0.352704], [-0.728513, -1.387015, 1.570173], [0.604071, 0.007538, 0.411604], [-0.207629, -1.279681, -0.492547], [-1.373535, -2.165471, 1.131237], [0.051891, -1.907037, 2.087009], [-0.313580, 0.569717, 3.771185], [-0.502807, 0.472712, 4.850083], [-0.372370, 1.636866, 3.494577], [0.747015, 0.304923, 3.653745], [-2.522189, -1.796980, 3.450692], [-2.003791, -2.305922, 4.279861], [-2.631663, -2.564058, 2.662274], [-3.497645, -1.429994, 3.782651], [-0.188464, 2.768282, -2.811571], [-0.888246, 3.437638, -3.319240], [0.670317, 2.565933, -3.461372], [0.147072, 3.176088, -1.841930], [-1.780665, -0.103782, -3.633691], [-2.146782, -0.982144, -3.064200], [-1.006283, -0.442727, -4.339918], [-2.599025, 0.354307, -4.201480], [-1.290949, 0.951661, -0.362892], [1.877340, -1.790377, 0.480341], [2.124410, -0.522523, 1.004828], [3.260421, 0.336954, 0.559454], [3.330964, 0.494684, -0.959730], [1.986524, 0.586194, -1.638125], [1.366951, -0.499958, -2.153222], [1.894587, -1.906303, -2.093783], [2.514493, -2.341476, -0.735440], [-3.213328, 1.858817, -0.624541], [1.236686, -2.557985, 0.935597], [1.753937, -0.197307, 1.971207], [4.222762, -0.098032, 0.884221], [3.187299, 1.337873, 1.033252], [3.846719, 1.443196, -1.129568], [3.973522, -0.274123, -1.404746], [1.699693, 1.602338, -1.904784], [0.584904, -0.409086, -2.920999], [2.709143, -2.093479, -2.819369], [1.076101, -2.609933, -2.367282], [2.310821, -3.417117, -0.693930], [3.605022, -2.216592, -0.706704], [-4.006369, 1.276942, -0.124019], [-3.446751, 1.934690, -1.699246], [-3.198433, 2.862775, -0.167605], [-1.959074, 2.956728, 2.151925], [-2.592292, 1.929422, 2.289605], [-2.021174, 0.711580, 1.675451], [-3.485381, 1.607926, 2.878786]],
  "atomic_forces_ev_per_a": [[-0.3, -0.2, 2.8], [-1.5, 1.5, -0.3], [1.3, -0.2, -0.8], [-0.4, 0.5, -1.5], [-1.4, -0.7, 0.0], [0.5, -0.1, 0.1], [-0.1, 0.3, 0.8], [0.8, -0.4, 0.3], [0.9, -0.4, 1.0], [-0.1, 0.1, -0.3], [-0.4, -0.6, 0.0], [-0.1, -0.2, -0.2], [-0.2, -1.1, 1.2], [-0.3, 0.1, 0.1], [-0.1, 0.6, 0.3], [0.2, -0.3, 0.0], [-0.3, -0.2, -1.6], [0.3, 0.3, 0.2], [0.0, 0.6, 0.0], [-0.4, -0.4, -0.5], [0.2, 0.8, -0.9], [0.3, 0.9, 0.0], [-0.4, -0.1, 0.0], [0.0, -0.4, 0.0], [-4.8, 1.0, -0.4], [1.9, 1.6, 1.9], [2.0, -4.1, 0.4], [0.3, 0.4, -0.2], [0.2, 0.6, -0.1], [0.4, -1.2, -1.3], [1.7, 0.5, -1.2], [0.4, -0.5, 0.4], [0.0, -0.8, -0.4], [0.1, 0.9, -0.6], [0.2, 1.0, 0.0], [-0.5, -0.4, -0.1], [-0.3, 0.2, 0.2], [0.0, -0.5, -0.2], [0.1, 0.0, -0.2], [-0.3, 0.1, 0.1], [-0.4, -0.5, 0.3], [0.4, 0.1, 0.9], [-0.5, 0.3, -0.1], [0.5, 0.4, 0.2], [0.5, 0.0, 0.0], [-0.2, 0.1, -0.2], [0.5, -0.2, -0.1], [-0.3, 0.2, 0.6], [-0.1, -0.2, -0.4], [-2.1, -2.0, 0.6], [2.1, -0.3, -0.1], [-0.8, 2.1, -0.1], [0.4, 0.9, -0.5]],
  "homo_ev": [-4.88, -5.42],
  "multiplicity": 3,
  "e_above_lowest_ev": 7.406,
  "charge": 0
}

***

No. 3
{
  "formula": "C16H33BN3O5",
  "method": "ωB97M-V with the def2-TZVPD basis set",
  "elements": ["C", "C", "O", "C", "N", "C", "C", "O", "C", "C", "C", "N", "C", "C", "O", "B", "O", "O", "H", "H", "H", "H", "H", "H", "H", "H", "H", "H", "H", "H", "H", "H", "H", "H", "H", "H", "C", "C", "N", "C", "C", "C", "C", "H", "H", "H", "H", "H", "H", "H", "H", "H", "H", "H", "H", "H", "H", "H"],
  "coordinates": [[1.167187, 4.737441, 3.840898], [0.133841, 4.149366, 4.916765], [0.712418, 4.126918, 6.251836], [-0.522683, 2.731360, 4.525119], [0.343417, 1.830403, 3.708702], [0.011182, 2.006758, 2.237759], [-0.885161, 0.768942, 1.753598], [-1.431623, 0.874660, 0.399458], [-0.882491, 1.945622, -0.336506], [-1.717009, 3.289640, -0.324558], [-1.175586, 4.527752, -1.065330], [0.096041, 4.456014, -1.756938], [0.887839, 3.256890, -1.821318], [0.473025, 1.917782, -1.110074], [1.271065, 0.745736, -1.151564], [1.618259, 0.349674, -2.502615], [2.731814, -0.572156, -2.656948], [0.958811, 0.766769, -3.710189], [2.078350, 4.036737, 3.687179], [0.665508, 4.843049, 2.820058], [1.628641, 5.742153, 4.182351], [-0.740183, 4.906660, 4.971995], [1.188359, 3.272481, 6.343572], [-0.724986, 2.184157, 5.527397], [-1.570315, 2.906337, 4.071871], [1.348633, 2.000505, 3.868700], [-0.522854, 3.029233, 2.177182], [1.034974, 2.029220, 1.701338], [-1.664365, 0.562825, 2.564145], [-0.186190, -0.155403, 1.746931], [-2.708568, 3.324998, 0.237851], [-1.751212, 5.516812, -1.090003], [0.461903, 5.290125, -2.240929], [1.882896, 3.240393, -2.375097], [3.381210, -0.260641, -1.981498], [1.587994, 1.341404, -4.214360], [-0.715577, -6.638466, -0.985325], [-0.804637, -5.120058, -0.882020], [0.280055, -4.419486, -1.562675], [0.350125, -3.000692, -1.226837], [-0.823377, -2.113689, -1.640042], [0.465504, -4.734629, -2.976299], [-0.716477, -4.504927, -3.916783], [0.252020, -7.003255, -0.629713], [-1.493783, -7.098234, -0.371236], [-0.864172, -6.986167, -2.009701], [-0.766980, -4.872284, 0.185724], [-1.788944, -4.798024, -1.243756], [1.274491, -2.578563, -1.637784], [0.468834, -2.918027, -0.139191], [-0.817602, -1.909425, -2.712056], [-0.747021, -1.145037, -1.133404], [-1.788837, -2.545357, -1.369516], [0.761159, -5.786492, -3.055385], [1.333045, -4.185960, -3.359926], [-1.658374, -4.874700, -3.505717], [-0.543999, -5.036749, -4.857945], [-0.835597, -3.450393, -4.167190]],
  "atomic_forces_ev_per_a": [[0.7, -0.4, 0.1], [-0.7, 1.0, -0.4], [-0.1, -0.9, -1.4], [0.0, 0.0, 1.7], [-1.1, 0.6, -1.3], [0.8, 0.2, 0.8], [2.2, -0.8, 1.8], [1.4, 2.7, -1.4], [0.0, 2.2, -0.4], [3.6, 0.3, -2.3], [0.4, -3.3, 0.9], [-1.0, -3.1, 1.5], [-1.9, -2.0, 2.0], [-2.1, 2.8, 0.1], [-1.4, 2.6, -1.9], [1.3, -1.9, -1.7], [-1.6, 3.2, 1.4], [1.4, 0.7, 2.3], [-1.5, 1.0, 0.3], [0.6, 0.0, 1.4], [-1.1, -1.6, -0.5], [1.4, -1.2, 0.1], [-0.3, 0.8, 0.0], [0.2, 1.0, -1.5], [1.8, -0.5, 0.3], [-1.0, 0.0, -0.1], [0.8, -1.7, -0.6], [-1.8, 0.1, 0.4], [0.6, 0.5, -1.6], [-1.2, 1.5, 0.0], [1.6, -0.1, -1.0], [1.2, -1.7, 0.0], [-0.4, -0.6, 0.4], [-1.6, 0.5, 0.8], [-0.4, -1.0, -0.5], [-0.8, -1.1, 0.2], [0.0, 0.0, -0.1], [0.1, -0.2, 0.0], [0.2, 0.3, 0.1], [0.1, -0.2, 0.2], [0.0, 0.3, -0.1], [0.1, -0.4, 0.0], [-0.1, 0.0, -0.3], [-0.1, 0.1, -0.1], [0.0, 0.1, 0.0], [0.0, 0.0, 0.0], [0.1, 0.2, -0.2], [-0.2, 0.0, 0.0], [0.0, -0.2, -0.1], [-0.1, -0.2, 0.0], [-0.1, -0.1, 0.0], [-0.1, -0.1, 0.0], [0.1, 0.0, 0.0], [-0.1, 0.1, 0.1], [-0.1, 0.1, 0.2], [0.1, 0.0, 0.0], [0.0, 0.0, 0.1], [-0.1, 0.0, 0.0]],
  "homo_ev": -9.79,
  "e_above_lowest_ev": 3.391,
  "charge": 1
}

***

No. 4
{
  "formula": "C16H33BrClFI2N5NbO7P",
  "method": "ωB97M-V with the def2-TZVPD basis set",
  "elements": ["C", "C", "I", "C", "I", "Nb", "Br", "C", "C", "O", "Cl", "C", "O", "N", "C", "O", "F", "P", "N", "O", "H", "H", "H", "H", "H", "H", "H", "H", "H", "H", "H", "H", "C", "O", "N", "C", "C", "H", "H", "H", "H", "H", "H", "H", "C", "O", "N", "C", "C", "H", "H", "H", "H", "H", "H", "H", "C", "O", "N", "C", "C", "H", "H", "H", "H", "H", "H", "H"],
  "coordinates": [[3.199745, -1.334305, -2.625662], [2.151139, -0.420251, -2.051636], [2.091827, -0.849433, 0.064571], [0.726232, -0.476354, -2.716783], [-0.765909, 0.047786, -1.211332], [0.006336, -2.306944, -3.825648], [1.731505, -1.823513, -5.765502], [-1.623018, -1.318816, -5.109822], [-2.351818, -0.246138, -4.477876], [-1.910844, 0.875512, -4.402894], [-3.953288, -0.594218, -3.788154], [-1.479108, -3.053902, -2.248075], [-2.656618, -3.161296, -2.490533], [-0.979542, -3.440793, -0.942987], [-1.848395, -4.123385, -0.122360], [-2.701998, -3.692817, 0.557072], [-1.602636, -5.448014, -0.140993], [-0.411979, -4.436656, -5.209714], [0.952863, -5.452044, -5.384130], [-0.686345, -4.102239, -6.781965], [3.293769, -1.209180, -3.695210], [4.157781, -1.056648, -2.196613], [3.044419, -2.370434, -2.363758], [2.508779, 0.597209, -2.123859], [0.680839, 0.377805, -3.386539], [1.128173, -3.463045, -2.973685], [-1.113260, -0.866553, -5.949616], [-2.285333, -2.077758, -5.513181], [-0.081177, -3.893249, -1.039737], [1.381409, -5.515499, -4.469201], [1.611889, -4.983663, -6.000925], [-1.621872, -4.231934, -6.965939], [1.076477, -0.559755, 4.593116], [1.918197, -0.170865, 3.804052], [-0.174994, -0.903396, 4.255121], [-1.140301, -1.347135, 5.240399], [-0.562601, -0.824030, 2.849794], [1.277404, -0.661989, 5.675197], [-1.480376, -2.359598, 5.012260], [-2.007198, -0.683555, 5.251534], [-0.687043, -1.336663, 6.229394], [0.067638, -1.469116, 2.238529], [-0.447925, 0.195196, 2.480039], [-1.598138, -1.135264, 2.745676], [0.877686, 0.880376, 8.793139], [-0.008758, 0.241255, 8.259033], [1.426381, 1.994233, 8.283326], [2.486703, 2.711909, 8.958387], [0.934154, 2.484118, 7.004932], [1.316090, 0.586711, 9.762944], [2.176640, 3.734596, 9.182616], [3.382216, 2.748046, 8.335533], [2.731049, 2.209262, 9.891442], [-0.130350, 2.708910, 7.071761], [1.068805, 1.731060, 6.230183], [1.475555, 3.381879, 6.721727], [-0.857596, 3.571981, -3.956697], [0.178153, 3.052594, -3.590595], [-1.192345, 4.851074, -3.668621], [-2.434617, 5.433269, -4.119935], [-0.271765, 5.646123, -2.879125], [-1.607216, 3.044948, -4.556117], [-2.249063, 6.300938, -4.759499], [-3.045882, 5.752670, -3.271820], [-2.992794, 4.693632, -4.689072], [0.692931, 5.725811, -3.381928], [-0.102095, 5.180938, -1.907499], [-0.688570, 6.640596, -2.736535]],
  "atomic_forces_ev_per_a": [[0.6, 0.2, 0.1], [-0.9, 0.0, 0.0], [1.1, -0.2, 0.3], [1.6, -0.8, 0.7], [-0.8, 0.2, -1.1], [-1.5, 1.4, 0.1], [0.1, 0.0, 0.2], [-0.9, -1.2, -0.4], [0.9, 1.3, 0.1], [-0.8, -0.4, 0.1], [-0.2, -0.1, 0.0], [0.4, 0.1, 0.0], [0.0, 0.0, 0.1], [0.1, -0.3, -0.5], [0.3, 0.3, 0.0], [-0.9, 0.3, 0.4], [0.2, -0.7, 0.1], [1.1, 0.4, 0.9], [-0.4, 0.1, -0.2], [-0.2, -0.1, -0.4], [-0.2, -0.1, -0.3], [0.2, 0.1, 0.1], [-0.3, -0.3, -0.2], [0.1, 0.3, 0.3], [-0.2, 0.2, -0.3], [-0.5, -0.6, -0.1], [0.6, 0.0, 0.0], [-0.3, -0.2, 0.1], [0.1, 0.1, 0.0], [0.2, -0.1, 0.1], [0.2, 0.0, 0.0], [0.0, 0.1, -0.2], [0.1, 0.0, 0.0], [0.2, 0.1, 0.0], [-0.2, -0.1, -0.1], [0.0, 0.0, -0.1], [0.1, 0.0, 0.1], [0.0, 0.0, 0.0], [0.0, 0.0, 0.0], [0.0, 0.0, 0.0], [0.0, 0.0, 0.0], [0.0, 0.0, 0.0], [0.0, 0.0, 0.0], [0.0, 0.0, 0.0], [0.0, -0.2, 0.1], [0.0, 0.0, 0.0], [0.1, 0.2, -0.1], [-0.1, 0.0, -0.1], [-0.1, -0.1, 0.0], [0.0, 0.0, 0.0], [0.0, 0.0, 0.0], [0.0, 0.0, 0.0], [0.0, 0.0, 0.0], [0.0, 0.0, 0.0], [0.0, 0.0, 0.0], [0.1, 0.0, 0.1], [0.2, -0.2, 0.0], [0.1, 0.1, 0.0], [-0.1, 0.2, 0.0], [0.1, 0.0, 0.1], [0.0, -0.1, 0.0], [0.0, -0.1, 0.0], [0.0, 0.0, 0.0], [0.0, 0.0, 0.0], [0.0, 0.0, 0.0], [0.0, 0.0, 0.0], [0.0, 0.0, 0.0], [0.0, 0.0, 0.0]],
  "homo_ev": -4.42,
  "charge": -1
}

***

| no. | largest force on an atom (Eh/bohr) |
| --- | --- |
| 1 | 0.082 |
| 2 | 0.095 |
| 3 | 0.083 |
| 4 | 0.040 |